Molecular formula: C9H12O3
Method: DFT, ωB97M-V/def2-TZVPD

frontier orbital gap	10.57	eV
ΔE to the lowest compared entry with this formula, charge and spin	332.05	kJ/mol
max |F|	3.69	eV/Å
SMILES string	C=C[C@]1(C)O[C@]1(C=C)C(=O)OC
highest occupied orbital energy	-9.65	eV

CARTESIAN COORDINATES (ANGSTROEM)
O (2.1203, 0.2539, -0.7024)
O (-0.9874, -1.1941, 0.1957)
O (1.4636, -1.0938, 1.0077)
C (-0.8974, 0.5079, 2.5243)
C (-0.9345, 1.0391, 1.3488)
C (-1.1854, 0.1532, 0.0886)
C (-0.3245, -0.7237, -2.1540)
C (2.7426, -1.0074, 1.5386)
C (-0.1250, -0.5267, -0.6416)
C (0.1212, 0.1268, -3.0331)
C (1.3099, -0.3803, -0.1183)
C (-2.2886, 0.7490, -0.6808)
H (-0.8042, 1.1317, 3.4606)
H (2.9230, -1.4126, 2.6032)
H (-2.6892, 0.1296, -1.5250)
H (3.0977, 0.0263, 1.5632)
H (-0.8201, -0.5243, 2.6063)
H (3.5411, -1.4706, 0.9513)
H (-0.0580, -0.1216, -4.0061)
H (-1.8985, 1.7579, -1.1190)
H (-1.0660, 2.0791, 1.1870)
H (-3.0847, 1.0816, 0.0586)
H (0.8636, 0.8189, -2.6714)
H (-1.0194, -1.3998, -2.4821)

Molecular formula: C13H29NO4Si
Method: DFT, ωB97M-V/def2-TZVPD

frontier orbital gap	8.65	eV
ΔE to the lowest compared entry with this formula, charge and spin	159.06	kJ/mol
max |F|	3.58	eV/Å
SMILES string	C[Si](C)(C)CCCCN1C[C@H](O)[C@@H](O)[C@H](O)[C@H]1CO
highest occupied orbital energy	-8.24	eV

CARTESIAN COORDINATES (ANGSTROEM)
Si (1.8101, 3.6580, -1.0180)
O (-2.9559, -2.4077, 1.9656)
O (-0.9930, -2.9457, -1.9673)
O (-1.1879, -4.8176, 1.1879)
O (1.4939, -2.7733, -0.1536)
N (-0.5670, -1.3532, 0.9306)
C (-0.8182, -0.2561, 1.8088)
C (-1.6923, -1.7960, 0.0752)
C (3.0273, 2.4423, -1.7239)
C (0.1854, 2.7795, -0.5601)
C (-1.5000, -3.1103, -0.6696)
C (0.2046, 1.3159, -0.0443)
C (-1.0006, 1.0208, 0.9051)
C (0.1085, -2.4255, 1.7499)
C (-3.0596, -1.7288, 0.7576)
C (1.2413, 4.6978, -2.4900)
C (-0.4963, -4.1664, 0.0963)
C (2.3396, 4.8288, 0.3440)
C (0.7271, -3.4364, 0.7500)
H (0.7927, -2.4104, -0.8023)
H (2.0374, 4.3008, 1.2509)
H (-1.2179, 1.9001, 1.6060)
H (3.5438, 1.7746, -1.0579)
H (-3.4137, -0.7768, 1.0606)
H (1.4780, -4.1185, 1.3222)
H (-0.9728, -3.7923, -2.5508)
H (1.7304, 5.7332, 0.2622)
H (0.3144, 5.1977, -2.1566)
H (0.0400, -0.2379, 2.5070)
H (-1.8399, 0.9739, 0.2273)
H (-3.7958, -2.0478, -0.0095)
H (0.8512, -1.9045, 2.3457)
H (-0.1145, 3.3614, 0.3036)
H (-0.6339, 2.9147, -1.2660)
H (1.1958, 1.1294, 0.4944)
H (3.7889, 2.9862, -2.2284)
H (-1.7602, -0.3128, 2.4058)
H (-0.1819, -4.8985, -0.6287)
H (-1.6327, -1.0856, -0.7339)
H (-0.6059, -2.8798, 2.4681)
H (0.3142, 0.5846, -0.8169)
H (1.1079, 4.2314, -3.4512)
H (-2.5357, -3.4401, -0.7889)
H (3.3884, 5.0840, 0.3676)
H (-0.7421, -5.6984, 1.3712)
H (1.9794, 5.4404, -2.9201)
H (2.5103, 1.7369, -2.3489)
H (-2.4929, -3.2720, 1.8235)

Molecular formula: C3H7N3S
Method: DFT, ωB97M-V/def2-TZVPD

frontier orbital gap	9.57	eV
ΔE to the lowest compared entry with this formula, charge and spin	395.69	kJ/mol
max |F|	4.92	eV/Å
highest occupied orbital energy	-9.14	eV

CARTESIAN COORDINATES (ANGSTROEM)
S (1.3414, -0.8665, -0.3610)
N (-0.0573, 1.5097, -0.2820)
N (-3.1407, 0.4051, -0.1356)
N (-1.0857, -0.7043, 0.0848)
C (-2.4517, -0.6224, -0.0345)
C (2.8102, 0.2427, 0.1815)
C (-0.0196, 0.2185, -0.0449)
H (3.7834, -0.4801, -0.4319)
H (2.8836, 0.5832, 1.2789)
H (2.5566, 1.2638, -0.3741)
H (-4.2111, 0.1888, -0.4877)
H (-0.7448, -1.5519, 0.4663)
H (-2.7025, -1.7866, 0.2120)
H (1.0382, 1.5999, -0.0718)

Molecular formula: C4H12NO
Method: DFT, ωB97M-V/def2-TZVPD

frontier orbital gap (alpha / beta)	11.35 / 3.41	eV
ΔE to the lowest compared entry with this formula, charge and spin	335.47	kJ/mol
max |F|	3.41	eV/Å
2S+1	2
highest occupied orbital energy (alpha / beta)	-19.91 / -19.02	eV
total charge	+2

CARTESIAN COORDINATES (ANGSTROEM)
O (-2.6627, 0.5407, -2.1016)
N (1.6328, 1.3134, 0.7774)
C (0.8305, 2.3395, 0.9255)
C (1.2745, -0.0404, 0.0722)
C (0.4204, -1.0766, 0.8947)
C (-0.4773, -2.0749, 0.0148)
H (-3.1896, 1.4105, -2.2596)
H (1.0592, -1.6482, 1.5521)
H (2.5869, 1.3117, 1.0517)
H (-0.1036, 2.4480, 0.2904)
H (-0.2599, -0.5168, 1.6233)
H (-2.8709, 0.0915, -2.9856)
H (1.1200, 3.0662, 1.7189)
H (2.2331, -0.4104, -0.2763)
H (0.1139, -2.7818, -0.6186)
H (-1.0306, -2.6232, 0.7118)
H (-1.2300, -1.6314, -0.6471)
H (0.5533, 0.2823, -0.7437)

Molecular formula: C5H10NO2
Method: DFT, ωB97M-V/def2-TZVPD

frontier orbital gap (alpha / beta)	10.36 / 7.49	eV
ΔE to the lowest compared entry with this formula, charge and spin	127.41	kJ/mol
max |F|	3.07	eV/Å
2S+1	2
highest occupied orbital energy (alpha / beta)	-9.59 / -9.53	eV

CARTESIAN COORDINATES (ANGSTROEM)
O (2.0163, -1.8906, -2.2850)
O (-2.5280, 0.6612, 1.9552)
N (0.2508, 0.4431, 1.8142)
C (1.1549, -1.2469, -1.7588)
C (0.2202, 0.7819, -0.5800)
C (-0.5462, 0.1888, 0.5938)
C (-1.9365, 0.8364, 0.7958)
C (1.4487, -0.0581, -0.8866)
H (0.0967, -1.5797, -1.8750)
H (2.1963, 0.5787, -1.3566)
H (-0.5976, -0.8932, 0.5648)
H (0.4479, 1.4304, 1.9208)
H (-2.4983, 0.4016, -0.0782)
H (1.9418, -0.4688, -0.0053)
H (-0.3100, 0.1784, 2.6149)
H (0.4902, 1.7753, -0.2488)
H (-1.9112, 1.8743, 0.3934)
H (-0.3973, 0.8466, -1.4715)

Molecular formula: C4H10N2OS
Method: DFT, ωB97M-V/def2-TZVPD

frontier orbital gap	5.15	eV
ΔE to the lowest compared entry with this formula, charge and spin	500.10	kJ/mol
max |F|	4.77	eV/Å
highest occupied orbital energy	-8.60	eV

CARTESIAN COORDINATES (ANGSTROEM)
S (-2.3129, -1.1543, 0.2268)
O (1.5661, 1.2692, 1.4952)
N (2.5339, 0.4963, -0.4484)
N (-4.3958, 1.3493, -0.8591)
C (0.3309, -0.2579, 0.1262)
C (3.1516, -0.8260, -0.5878)
C (1.3902, 0.5373, 0.5376)
C (-0.8159, -0.6167, 0.9939)
H (-0.5710, -1.3745, 1.7546)
H (2.8114, -1.2241, -1.5360)
H (3.0509, -1.4536, 0.2999)
H (-4.8424, 1.4710, 0.0483)
H (3.1383, 1.0642, 0.1424)
H (-3.6040, 0.7309, -0.6906)
H (-5.0757, 0.8490, -1.4131)
H (0.2621, -0.4300, -0.9420)
H (4.2422, -0.7727, -0.6901)
H (-0.8599, 0.3425, 1.5421)

Number 5 is which compound?
C5H10NO2

What is the ΔE to the lowest compared entry with this formula, charge and spin in the first record?
332.05 kJ/mol